# 1
57
Properties=species:S:1:pos:R:3:forces:R:3:mulliken_charge:R:1 method="wB97M-V/def2-TZVPD" homo_ev=-8.7 e_above_lowest_ev=0.035 total_energy_ev=-77121.170 homo_lumo_gap_ev=8.54 molar_mass_g_mol=740.5
Cs -0.20475 0.00726 0.53056 -0.1 0.2 0.0 1.171
C -0.28839 2.76283 -2.74495 0.0 0.0 0.0 -1.305
C -1.09013 2.79321 -1.47410 0.0 0.0 0.0 0.843
C -0.64117 3.47208 -0.34394 0.0 0.0 0.0 -0.437
C -1.37988 3.47581 0.83475 0.0 0.0 0.0 -0.531
C -2.58815 2.79628 0.90307 0.0 0.0 0.0 -0.450
C -3.05085 2.11696 -0.21861 0.0 0.0 0.0 -0.414
C -2.30851 2.11564 -1.39037 0.0 0.0 0.0 -0.306
H -0.90954 3.03681 -3.59882 0.0 0.0 0.0 0.348
H 0.10050 1.75772 -2.92387 0.0 0.0 0.0 0.198
H 0.55156 3.45501 -2.69826 0.0 0.0 0.0 0.367
H 0.29826 4.01084 -0.39027 0.0 0.0 0.0 0.305
H -1.01290 4.01891 1.69689 0.0 0.0 0.0 0.360
H -3.16901 2.80186 1.81646 0.0 0.0 0.0 0.387
H -3.99519 1.58817 -0.17904 0.0 0.0 0.0 0.332
H -2.67108 1.57908 -2.25957 0.0 0.0 0.0 0.326
C -0.67878 -6.39505 6.01777 0.0 0.0 0.0 -0.392
C 0.57471 -5.80171 6.02562 0.0 0.0 0.0 -0.557
C 0.95745 -4.97720 4.97593 0.0 0.0 0.0 -0.592
C 0.09840 -4.74236 3.90432 0.0 0.0 0.0 -0.197
C -1.15820 -5.34494 3.90740 0.0 0.0 0.0 0.063
C -1.54533 -6.16525 4.95812 0.0 0.0 0.0 -0.655
Sb 0.78658 -3.47947 2.32068 0.0 -0.1 0.0 0.998
C -1.17597 -2.96763 1.59647 0.0 0.0 0.0 -0.532
C -2.07111 -2.29248 2.42990 0.0 0.0 0.0 -0.442
C -3.26625 -1.78950 1.93230 0.0 0.0 0.0 -0.671
C -3.57693 -1.94531 0.58624 0.0 0.0 0.0 -0.377
C -2.70268 -2.62801 -0.24808 0.0 0.0 0.0 -0.556
C -1.51217 -3.14140 0.25575 0.0 0.0 0.0 0.199
C 1.14823 -4.98744 0.85555 0.0 0.0 0.0 -0.144
C 0.68152 -6.29178 1.00018 0.0 0.0 0.0 0.015
C 0.88403 -7.22207 -0.00964 0.0 0.0 0.0 -0.695
C 1.54854 -6.85386 -1.17205 0.0 0.0 0.0 -0.432
C 2.01889 -5.55759 -1.31997 0.0 0.0 0.0 -0.458
C 1.82747 -4.62541 -0.30684 0.0 0.0 0.0 -0.249
H -0.98054 -7.03609 6.83606 0.0 0.0 0.0 0.379
H 1.25342 -5.97763 6.85040 0.0 0.0 0.0 0.382
H 1.93813 -4.51403 4.99776 0.0 0.0 0.0 0.350
H -1.84188 -5.17791 3.08328 0.0 0.0 0.0 0.433
H -2.52369 -6.62900 4.94777 0.0 0.0 0.0 0.373
H -1.83731 -2.15711 3.48160 0.0 0.0 0.0 0.405
H -3.95436 -1.27615 2.59274 0.0 0.0 0.0 0.385
H -4.50332 -1.54635 0.19293 0.0 0.0 0.0 0.417
H -2.94033 -2.75730 -1.29638 0.0 0.0 0.0 0.372
H -0.83279 -3.66099 -0.41047 0.0 0.0 0.0 0.279
H 0.15956 -6.59004 1.90149 0.0 0.0 0.0 0.370
H 0.52028 -8.23495 0.11000 0.0 0.0 0.0 0.389
H 1.69978 -7.57924 -1.96137 0.0 0.0 0.0 0.375
H 2.53552 -5.26174 -2.22455 0.0 0.0 0.0 0.368
H 2.19145 -3.61236 -0.44293 0.0 0.0 0.0 0.289
Cl 3.77606 -2.41239 -2.83434 0.0 0.0 0.0 -0.135
C 2.55604 -1.17455 -3.16139 0.0 0.0 0.0 0.564
Cl 1.71976 -1.57371 -4.66747 0.0 0.0 0.0 -0.153
Cl 3.36655 0.40611 -3.34103 0.0 0.0 0.0 -0.163
C 1.53627 -1.01126 -1.96912 0.0 0.0 0.0 0.108
O 0.47245 -0.44202 -2.26355 0.0 0.0 0.0 -0.619
O 1.92467 -1.41271 -0.85908 0.0 0.0 0.0 -0.686

=====

# 2
60
Properties=species:S:1:pos:R:3:forces:R:3:mulliken_charge:R:1 method="wB97M-V/def2-TZVPD" homo_ev=-11.1 e_above_lowest_ev=0.000 total_energy_ev=-61063.656 homo_lumo_gap_ev=7.12 molar_mass_g_mol=627.3 total_charge=+1
Rh -1.13357 -0.01752 0.16370 0.3 -0.5 0.0 -0.135
C 4.71900 -1.34161 -1.57050 0.0 0.0 0.0 -0.525
C 4.70703 -1.18207 -0.19131 0.0 0.0 0.0 -0.712
C 3.57847 -0.68232 0.43954 0.0 0.0 -0.1 -0.374
C 2.46087 -0.34625 -0.32599 0.0 0.0 0.0 0.586
C 2.47614 -0.49494 -1.71295 0.0 0.1 0.0 -0.838
C 3.60936 -0.99587 -2.33098 0.0 0.0 0.0 -0.669
P 1.03308 0.41350 0.41562 -0.5 -0.1 0.4 2.404
C 0.77382 -0.11797 2.12521 0.1 0.1 0.0 0.551
C 1.11543 -1.40042 2.55537 -0.1 0.0 0.1 -0.782
C 0.60721 -1.87896 3.75365 0.1 0.0 -0.1 -0.783
C -0.26174 -1.10332 4.51032 0.0 0.1 0.0 -0.583
C -0.61618 0.16758 4.08194 0.0 0.0 0.1 -0.877
C -0.10161 0.66764 2.89259 0.1 0.1 -0.1 -0.260
C 1.10698 2.19242 0.31914 0.0 0.0 -0.2 0.528
C 2.21404 2.97939 0.49764 0.0 0.0 0.1 -0.634
C 2.08261 4.37844 0.40242 0.0 0.0 0.0 -0.966
C 0.87330 4.94081 0.09201 0.0 0.0 0.0 -0.736
C -0.27098 4.14462 -0.15790 0.0 0.0 0.0 0.407
C -1.51098 4.68359 -0.57759 0.0 0.0 0.0 -0.860
C -2.54817 3.85300 -0.89143 0.0 0.0 0.0 -0.887
C -2.41603 2.44799 -0.78409 -0.1 -0.1 0.0 -0.494
C -1.25173 1.89416 -0.33045 0.1 -0.2 -0.1 0.243
C -0.14790 2.74197 -0.03753 0.1 0.1 -0.1 0.308
H 5.60226 -1.73409 -2.05648 0.0 0.0 0.0 0.414
H 5.57834 -1.44385 0.39353 0.0 0.0 0.0 0.448
H 3.57281 -0.54421 1.51240 0.0 0.0 0.0 0.521
H 1.60123 -0.22903 -2.29427 0.0 0.0 0.0 0.626
H 3.62751 -1.11851 -3.40552 0.0 0.0 0.0 0.458
H 1.76707 -2.02340 1.95850 0.0 0.0 0.0 0.432
H 0.88433 -2.86692 4.09668 0.0 0.0 0.0 0.446
H -0.65460 -1.48950 5.44113 0.0 0.0 0.0 0.418
H -1.27589 0.78117 4.68096 0.0 0.0 0.0 0.475
H -0.31879 1.68745 2.59044 -0.1 0.0 0.0 0.466
H 3.17896 2.53707 0.71501 0.0 0.0 0.0 0.531
H 2.94733 5.00708 0.56414 0.0 0.0 0.0 0.429
H 0.78431 6.01677 0.00425 0.0 0.0 0.0 0.421
H -1.61627 5.75701 -0.67062 0.0 0.0 0.0 0.420
H -3.48669 4.26523 -1.23770 0.0 0.0 0.0 0.447
H -3.25252 1.82374 -1.06927 0.0 0.0 0.0 0.377
C -4.42645 -0.59797 -0.39138 -0.1 0.1 0.0 -0.820
O -3.34087 -0.26908 0.50035 0.1 -0.1 0.0 -0.266
H -5.18587 0.18227 -0.35149 0.0 0.0 0.0 0.389
H -4.85921 -1.55977 -0.12337 0.0 0.0 0.0 0.308
H -4.00409 -0.65326 -1.38691 0.0 0.0 0.0 0.317
H -3.66910 -0.21342 1.40300 0.0 0.0 0.0 0.166
C 0.39107 -2.98631 -1.90211 -0.1 0.0 0.1 -1.886
C -0.98510 -2.35027 -1.67077 0.3 0.0 0.2 1.806
O -0.87597 -0.96511 -1.55937 -0.4 0.4 -0.1 -0.667
C -1.62372 -3.04388 -0.43328 0.0 0.1 0.1 0.118
F -1.24423 -2.36281 0.71040 0.1 0.2 -0.1 -0.149
F -2.95475 -3.05221 -0.42671 0.0 0.0 0.0 -0.259
F -1.21046 -4.28693 -0.24309 0.0 -0.1 -0.1 -0.301
C -1.86225 -2.63864 -2.91037 0.0 0.0 0.0 0.495
F -2.12578 -3.95080 -3.00779 0.0 0.0 0.0 -0.285
F -1.21988 -2.26166 -4.01672 0.0 0.0 0.0 -0.251
F -3.03009 -1.98892 -2.88420 0.0 0.0 0.0 -0.223
H 0.96180 -2.97237 -0.97286 0.0 0.0 0.0 0.397
H 0.91186 -2.38540 -2.64036 0.0 -0.1 0.0 0.430
H 0.31525 -4.01332 -2.25463 0.0 0.0 0.0 0.439

=====

# 3
59
Properties=species:S:1:pos:R:3:forces:R:3:mulliken_charge:R:1 method="wB97M-V/def2-TZVPD" homo_ev=-10.9 e_above_lowest_ev=0.346 total_energy_ev=-45762.955 homo_lumo_gap_ev=4.81 molar_mass_g_mol=662.6 total_charge=+1
Pt 0.00223 1.46187 -0.34364 0.3 1.6 -0.3 0.487
C 4.07286 2.18036 -0.24301 0.1 0.0 -0.2 -1.330
C 2.66136 2.50383 -0.55520 0.0 0.6 0.1 0.807
O 1.93453 1.64156 -1.04782 -0.2 -1.3 0.5 -0.698
C 2.19679 3.90255 -0.32473 0.2 -0.4 0.2 -0.829
C 0.94553 4.37053 -0.29897 -0.2 0.1 -0.1 1.071
C 0.61267 5.81180 -0.11309 -0.2 -0.1 -0.1 -1.306
N -0.14125 3.43703 -0.39376 0.3 -0.4 0.2 0.611
N -1.28532 3.92655 -0.34061 -0.7 0.2 0.1 -0.560
C -2.28408 2.89831 -0.18519 0.0 0.5 -0.1 0.498
O -1.93411 1.76359 0.17777 0.2 -0.6 -0.2 -0.562
C -3.65421 3.26472 -0.38926 -0.1 0.1 0.1 0.505
C -4.04867 4.61202 -0.41725 0.1 -0.1 0.0 -0.209
C -5.38598 4.91821 -0.55966 0.0 0.0 0.0 -0.731
C -6.31836 3.89404 -0.69337 0.0 0.0 0.0 -0.320
C -5.92627 2.55661 -0.68914 0.0 0.0 0.0 -0.688
C -4.59609 2.23319 -0.53293 0.0 0.0 0.0 -0.446
H 4.19091 1.10271 -0.17134 0.0 0.0 0.0 0.317
H 4.36886 2.66506 0.68865 0.0 0.0 0.0 0.421
H 4.72370 2.56680 -1.03509 0.0 0.0 0.0 0.381
H 2.98495 4.62461 -0.15047 0.0 0.0 -0.1 0.387
H 1.52203 6.40065 -0.04452 0.0 0.0 0.0 0.382
H 0.01659 5.95252 0.78938 0.0 0.0 0.0 0.352
H 0.01501 6.17097 -0.95230 0.0 0.0 0.0 0.343
H -3.30942 5.39332 -0.31052 0.0 0.0 0.0 0.450
H -5.70894 5.95015 -0.56643 0.0 0.0 0.0 0.408
H -7.36588 4.14097 -0.80857 0.0 0.0 0.0 0.400
H -6.66276 1.77447 -0.80968 0.0 0.0 0.0 0.425
H -4.25876 1.20449 -0.53866 0.0 0.0 0.0 0.461
O -1.83350 -0.81733 -1.54800 0.1 -0.1 0.0 -0.671
C -0.91484 -1.26449 -0.89226 -0.1 0.0 0.2 0.426
N -0.57401 -2.56112 -0.67524 0.0 -0.2 0.1 0.009
C 0.65403 -2.71719 0.10392 0.0 0.2 0.1 3.084
C 1.00109 -1.23194 0.37119 -0.1 0.0 -0.2 -0.179
O 1.96410 -0.80389 0.96426 0.0 0.0 0.0 -0.665
N 0.00391 -0.47869 -0.18515 0.2 -0.2 -0.2 -0.259
C 0.42576 -3.37019 1.46861 0.0 0.0 -0.1 -0.626
C -0.84779 -3.68410 1.91800 -0.1 -0.1 0.0 -0.381
C -1.02715 -4.25155 3.17613 0.0 0.0 -0.1 -0.866
C 0.06442 -4.49502 3.99094 0.0 0.0 0.0 -0.412
C 1.34044 -4.17365 3.54531 0.1 0.1 0.0 -0.855
C 1.52145 -3.61179 2.29199 0.1 0.0 0.1 -0.140
C 1.73356 -3.40746 -0.72125 -0.1 -0.1 0.0 -0.328
C 2.59140 -2.68558 -1.54338 0.0 0.0 0.0 -0.134
C 3.51641 -3.34328 -2.34267 0.0 0.0 0.0 -0.869
C 3.58251 -4.72875 -2.33716 0.0 0.0 0.0 -0.462
C 2.71766 -5.45497 -1.53179 0.0 0.0 0.0 -0.858
C 1.80270 -4.79663 -0.72228 0.0 0.0 -0.1 -0.271
H -0.93591 -3.29093 -1.26599 0.0 0.0 0.0 0.259
H -1.70279 -3.49525 1.28162 0.0 0.0 0.0 0.422
H -2.02409 -4.50811 3.51209 0.0 0.0 0.0 0.419
H -0.07555 -4.92851 4.97285 0.0 0.0 0.0 0.411
H 2.19839 -4.35909 4.17928 0.0 0.0 0.0 0.399
H 2.51465 -3.34677 1.95145 0.0 0.0 0.0 0.441
H 2.54991 -1.60224 -1.55756 0.0 0.0 0.0 0.414
H 4.19075 -2.77078 -2.96736 0.0 0.0 0.0 0.416
H 4.30677 -5.24086 -2.95734 0.0 0.0 0.0 0.402
H 2.75445 -6.53688 -1.53236 0.0 0.0 0.0 0.404
H 1.13337 -5.36645 -0.08843 0.0 0.0 0.0 0.440

=====

# 4
62
Properties=species:S:1:pos:R:3:forces:R:3:mulliken_charge:R:1 method="wB97M-V/def2-TZVPD" homo_ev=-12.6 e_above_lowest_ev=0.202 total_energy_ev=-49091.714 homo_lumo_gap_ev=5.31 molar_mass_g_mol=692.5 total_charge=+2
Ta 0.01504 -1.89454 0.70607 0.3 0.2 -0.2 2.070
C 5.07502 3.43501 -2.83486 0.0 0.0 0.0 -0.808
O 3.95641 4.26799 -3.12136 0.0 0.0 0.0 -0.424
C 3.05276 4.48840 -2.15614 0.1 0.0 0.0 0.894
C 3.12301 3.93985 -0.87156 0.0 0.0 0.0 -0.453
C 2.12295 4.20923 0.04746 0.0 0.1 0.0 -0.435
C 1.06049 5.04103 -0.29759 -0.1 0.0 0.0 -0.289
C 1.04055 5.64931 -1.55705 0.0 0.0 0.0 -0.062
C 2.00661 5.35569 -2.49034 0.0 0.0 0.1 -0.745
N -0.01272 5.43677 0.55033 0.2 0.0 0.1 -0.250
N -0.47494 4.72260 1.44946 -0.1 0.0 -0.1 -0.606
C -0.14767 3.35380 1.62403 0.0 -0.1 0.0 -0.075
C 0.24988 2.89866 2.85890 0.0 0.0 0.0 -0.536
C 0.44727 1.52624 3.12198 0.0 0.0 -0.1 -0.791
C 0.21273 0.62574 2.12387 -0.1 -0.1 0.0 0.701
O 0.33733 -0.74323 2.20371 0.0 0.2 0.3 -0.751
C -0.24464 1.05667 0.87091 -0.1 0.0 0.1 1.154
N -0.52404 0.05876 -0.03427 0.1 0.0 -0.1 -0.300
C -1.03028 0.39467 -1.22583 0.1 0.1 0.0 0.109
C -1.29814 1.71436 -1.56419 0.0 -0.1 0.0 -1.229
C -1.02091 2.72033 -0.65971 0.0 0.0 0.0 -0.313
C -0.45893 2.41237 0.59095 -0.1 0.0 0.1 -0.089
H 5.63686 3.36684 -3.76017 0.0 0.0 0.0 0.244
H 4.75123 2.43766 -2.53011 0.0 0.0 0.0 0.317
H 5.70208 3.87850 -2.05949 0.0 0.0 0.0 0.349
H 3.96752 3.33623 -0.57424 0.0 0.0 0.0 0.448
H 2.22154 3.82016 1.05151 0.0 0.0 0.0 0.540
H 0.24904 6.35383 -1.77830 0.0 0.0 0.0 0.510
H 2.00246 5.81089 -3.47106 0.0 0.0 0.0 0.477
H 0.42224 3.62257 3.64415 0.0 0.0 0.0 0.476
H 0.77402 1.19820 4.09967 0.0 0.0 0.0 0.563
H -1.22439 -0.41554 -1.91725 0.0 0.0 0.0 0.539
H -1.72712 1.93442 -2.53049 0.0 0.0 0.0 0.452
H -1.25256 3.74857 -0.90693 0.0 0.0 0.0 0.682
O -0.77878 -2.86421 -0.69182 -0.2 -0.2 -0.3 -0.553
C -1.86688 -3.55678 -1.14096 0.1 0.1 0.1 0.337
C -1.84178 -4.13546 -2.39606 -0.1 0.0 0.0 -0.665
C -2.95051 -4.85611 -2.81054 0.0 0.0 0.0 -0.563
C -4.05535 -4.99571 -1.97663 0.0 0.0 0.0 -0.818
C -4.05916 -4.42003 -0.72039 0.0 0.0 0.0 -1.146
C -2.95739 -3.68263 -0.27713 0.0 -0.1 0.0 0.935
C -2.91342 -3.07573 1.04896 -0.1 0.0 -0.1 0.666
N -1.87599 -2.43877 1.63354 0.1 -0.1 0.1 0.183
C -2.30969 -2.02329 2.89275 0.0 0.0 0.0 -0.383
C -3.59200 -2.40361 3.05819 0.0 0.0 0.0 -0.808
N -3.94811 -3.05487 1.89696 0.0 0.0 0.0 -0.051
H -0.96961 -4.01853 -3.02451 0.0 0.0 0.0 0.555
H -2.95127 -5.31700 -3.78886 0.0 0.0 0.0 0.451
H -4.91333 -5.56382 -2.30717 0.0 0.0 0.0 0.436
H -4.92713 -4.56389 -0.08977 0.0 0.0 0.0 0.379
H -1.66390 -1.48194 3.56065 0.0 0.0 0.0 0.534
H -4.27852 -2.27040 3.87539 0.0 0.0 0.0 0.445
H -4.85907 -3.44363 1.70954 0.0 0.0 0.0 0.177
N 0.99805 -3.69129 1.77039 0.1 0.0 0.1 -0.691
C 2.47865 -3.62926 1.56031 0.0 0.0 0.0 -0.519
C 2.69341 -3.03676 0.17482 -0.3 0.1 0.1 0.446
O 3.43178 -3.39295 -0.66972 0.2 0.0 0.0 -0.457
O 1.80453 -1.98723 0.03998 0.0 -0.3 -0.1 -0.606
H 0.79509 -3.76326 2.76555 0.0 0.0 0.0 0.311
H 0.64948 -4.55298 1.35020 -0.1 0.0 0.1 0.343
H 2.95369 -4.60123 1.65992 0.0 0.0 0.0 0.390
H 2.89652 -2.94065 2.29436 0.0 0.0 0.0 0.303